1.
Computed, not measured: an isolated molecule of C5H4O2 in a non-equilibrium geometry, with the ωB97M-V functional and the def2-TZVPD basis.

```
11
Properties=species:S:1:pos:R:3:forces:R:3
C -1.11213 -0.99135 0.09928 -0.6 0.4 -0.3
C 1.15435 0.66240 0.03364 -0.4 0.5 0.0
O 2.20551 -1.38656 -0.30853 0.7 -0.5 -0.7
O 0.02273 -1.59052 0.29878 2.4 1.1 -1.1
H -1.94459 -1.67694 0.04674 -0.3 0.1 0.2
H -2.18249 0.74301 -0.21069 -0.3 0.3 -0.1
C 1.24586 -0.72892 -0.13239 0.0 -2.8 2.0
H -0.21191 2.26257 0.08491 -0.1 0.1 0.0
C -1.19996 0.34052 -0.07406 -1.2 0.2 0.1
C -0.07403 1.19277 0.02857 -0.2 0.4 -0.1
H 2.09666 1.17301 0.13376 0.0 0.2 -0.2
```
Positions in Å, forces in eV/Å.

Largest force on an atom ... 3.5 eV Å⁻¹
Electronic energy ... -9343.571 eV
Frontier orbital gap ... 9.09 eV
Highest occupied orbital energy ... -8.97 eV
ΔE to the lowest compared entry with this formula, charge and spin ... 0.6110 eV
Structure (SMILES) ... O=c1cccco1



2.
Computed, not measured: an isolated molecule of C5H4O2 in a non-equilibrium geometry, with the ωB97M-V functional and the def2-TZVPD basis.

```
11
Properties=species:S:1:pos:R:3:forces:R:3
C -1.33422 -0.97120 -0.10262 0.1 -0.1 0.0
C -1.36654 0.48979 -0.17291 0.1 0.1 0.1
C 1.12138 0.83577 -0.07098 0.0 -0.1 0.0
C 1.55158 -0.41531 0.10145 0.6 -0.8 0.2
O 2.04304 -1.44373 0.30142 -0.3 1.0 -0.2
O -0.49840 -1.68137 -0.63342 -0.2 0.4 0.3
H 1.91805 1.57028 -0.02314 -0.1 -0.1 0.0
C -0.25819 1.25747 -0.17485 -0.1 -0.1 0.0
H -0.39206 2.33870 -0.17518 0.0 -0.2 -0.1
H -2.11640 -1.43119 0.52623 -0.2 -0.1 -0.2
H -2.34723 0.95276 -0.12496 0.1 0.0 0.0
```
Positions in Å, forces in eV/Å.

Largest force on an atom ... 1.1 eV Å⁻¹
Electronic energy ... -9342.849 eV
Frontier orbital gap ... 8.79 eV
Highest occupied orbital energy ... -8.67 eV
ΔE to the lowest compared entry with this formula, charge and spin ... 1.3328 eV
Structure (SMILES) ... O=C=C/C=C\C=O



3.
Computed, not measured: a cluster of 2 separate species, C5H4O2 in total in a non-equilibrium geometry, with the ωB97M-V functional and the def2-TZVPD basis.

```
11
Properties=species:S:1:pos:R:3:forces:R:3
O -2.10993 -0.78078 -0.26487 1.9 0.3 0.2
H -0.48249 1.63700 1.12547 0.3 0.0 -0.2
C -1.09550 1.34854 0.29020 0.9 -0.4 0.7
C 0.74727 -2.13061 0.25377 -0.4 0.6 0.0
C -1.33849 0.06269 0.04200 -4.3 0.7 -0.7
H -1.59847 2.11168 -0.27991 -0.2 -0.2 -0.2
C 0.59815 -0.94462 0.05082 2.6 0.6 -0.2
H 1.12490 0.52019 -1.49231 0.1 0.3 0.2
C 1.32209 0.36070 -0.41907 -0.5 -1.4 0.3
O 2.06610 0.98926 0.26740 -0.3 -0.2 -0.2
H 0.76639 -3.17404 0.42649 -0.1 -0.3 0.1
```
Positions in Å, forces in eV/Å.

Largest force on an atom ... 4.4 eV Å⁻¹
Electronic energy ... -9339.589 eV
Frontier orbital gap ... 8.40 eV
Highest occupied orbital energy ... -9.01 eV
ΔE to the lowest compared entry with this formula, charge and spin ... 4.5934 eV
Structure (SMILES) ... C#CC=O.C=C=O



4.
Computed, not measured: a structure of composition C5H4O2S in a non-equilibrium geometry, with the ωB97M-V functional and the def2-TZVPD basis.

```
12
Properties=species:S:1:pos:R:3:forces:R:3
C -3.10589 -0.91936 -0.17527 0.9 0.5 -0.3
C 1.49490 -0.62853 -0.20887 6.7 2.5 0.7
H -4.15307 -1.30815 -0.54401 2.9 1.0 1.3
O 0.29962 -0.83878 -0.45768 -3.7 0.1 0.7
C 1.99644 0.89296 0.05778 -0.4 1.8 3.4
O 1.68296 1.97867 -0.44546 1.2 -3.9 1.0
H 2.68718 0.78107 1.28830 -1.6 0.6 -3.8
H -0.63580 1.16617 -0.67924 0.0 -2.7 2.0
H -0.53574 0.66575 1.11572 1.1 -1.0 -0.7
S 2.90431 -1.54171 -0.12006 -2.2 0.2 -0.5
C -0.65409 0.21064 0.10083 -1.9 1.7 -2.4
C -1.98082 -0.45873 0.06796 -2.9 -0.8 -1.3
```
Positions in Å, forces in eV/Å.

Largest force on an atom ... 7.1 eV Å⁻¹
Electronic energy ... -20173.879 eV
Frontier orbital gap ... 8.52 eV
Highest occupied orbital energy ... -9.24 eV
ΔE to the lowest compared entry with this formula, charge and spin ... 5.7211 eV



5.
Computed, not measured: a structure of composition C5H4O2Tl in a non-equilibrium geometry, with the ωB97M-V functional and the def2-TZVPD basis.

```
12
Properties=species:S:1:pos:R:3:forces:R:3
C 0.11421 -1.09985 -0.43159 -2.3 1.9 -2.5
C -0.13094 0.35416 -0.49878 0.3 -1.7 2.1
O 0.11427 -1.69409 0.65685 -2.0 5.2 -0.9
Tl 0.84500 -3.21319 1.42794 2.9 -6.7 3.2
C -0.36414 1.10145 0.72834 0.1 0.8 -3.0
H 0.02891 0.25475 -2.61376 0.0 0.2 0.0
H 0.01468 -1.66810 -1.37032 0.7 0.1 0.0
O -0.01305 0.32319 3.06158 -0.5 0.9 -3.5
C -0.00751 0.89537 -1.73169 0.7 0.6 -1.2
H -0.65129 2.15422 0.68096 -0.1 0.1 0.0
C -0.17804 0.64045 1.96185 0.7 -1.4 5.9
H 0.22790 1.95164 -1.87136 -0.6 0.1 -0.1
```
Positions in Å, forces in eV/Å.

Largest force on an atom ... 8.0 eV Å⁻¹
Electronic energy ... -13997.284 eV
Frontier orbital gap (alpha / beta) ... 5.29 / 8.77 eV
Highest occupied orbital energy (alpha / beta) ... -23.55 / -25.26 eV
Net charge ... +3



6.
Computed, not measured: a structure of composition C5H4O3 in a non-equilibrium geometry, with the ωB97M-V functional and the def2-TZVPD basis.

```
12
Properties=species:S:1:pos:R:3:forces:R:3
O 1.21195 -1.06094 -1.09922 -1.9 0.1 0.2
C 0.89440 0.25289 -0.81094 0.5 1.8 0.1
O -1.43942 1.53191 1.56124 1.9 -2.7 -3.7
C -0.76880 0.77932 0.79302 -3.2 5.0 5.2
H -0.86081 -0.91777 -2.18049 1.8 1.3 3.6
H 1.36072 1.12417 1.38820 1.2 0.7 0.8
C -0.82758 -0.62631 0.38069 -1.5 -3.1 -2.6
H 1.28662 1.09384 -1.40605 -0.2 -0.7 0.0
C 0.71419 0.57310 0.78777 -0.9 -1.2 -4.1
H -1.61522 -1.38929 0.48468 0.2 0.7 0.8
O 0.31288 -0.73021 1.19765 0.7 -1.4 1.4
C -0.26893 -0.63072 -1.09657 1.3 -0.4 -1.7
```
Positions in Å, forces in eV/Å.

Largest force on an atom ... 7.9 eV Å⁻¹
Electronic energy ... -11386.989 eV
Frontier orbital gap ... 10.63 eV
Highest occupied orbital energy ... -10.12 eV
ΔE to the lowest compared entry with this formula, charge and spin ... 5.3796 eV



7.
Computed, not measured: a cluster of 2 separate species, C5H4O3P in total in a non-equilibrium geometry, with the ωB97M-V functional and the def2-TZVPD basis.

```
13
Properties=species:S:1:pos:R:3:forces:R:3
C 0.56764 0.51106 -1.85226 0.4 0.2 0.6
H 1.46418 1.13694 -1.98738 -0.1 0.6 -0.5
O 0.07911 -0.67432 1.75718 0.4 -0.2 0.2
P -2.70760 1.22546 1.73641 0.8 0.7 -0.1
H 1.85719 -0.84324 -0.99278 2.3 -1.1 0.5
C 0.17678 0.55289 1.94298 -0.7 -0.1 0.3
C -1.14640 1.22771 1.74230 -2.0 -1.0 -0.1
O 1.08259 1.26148 2.35247 1.4 0.5 0.2
H -1.17111 -0.84982 -0.59447 0.1 0.2 -0.7
O -0.52483 0.74269 -2.29247 -0.7 1.1 -0.9
C 0.85483 -0.65018 -1.06968 -2.0 -0.6 -0.6
H -0.33366 -2.31054 -0.11017 1.2 0.9 -0.5
C -0.19871 -1.33013 -0.63214 -1.0 -1.3 1.7
```
Positions in Å, forces in eV/Å.

Largest force on an atom ... 2.6 eV Å⁻¹
Electronic energy ... -20679.241 eV
Frontier orbital gap ... 8.35 eV
Highest occupied orbital energy ... -4.67 eV
ΔE to the lowest compared entry with this formula, charge and spin ... 2.7518 eV
Net charge ... -1



8.
Computed, not measured: an isolated molecule of C5H4S in a non-equilibrium geometry, with the ωB97M-V functional and the def2-TZVPD basis.

```
10
Properties=species:S:1:pos:R:3:forces:R:3
C -2.62074 0.59326 0.08101 -1.8 0.0 -0.3
S -3.84982 -0.52947 -0.09972 1.6 1.3 0.3
C -0.07024 -0.07425 -0.10436 -0.7 -0.8 1.3
C -1.24068 0.29573 -0.01190 1.7 -0.8 -0.3
H 1.38639 -1.81240 0.31375 -0.8 1.2 -0.2
H 3.33923 -0.52637 -0.03576 0.3 0.2 -0.1
C 1.25263 -0.71918 0.08557 0.7 1.0 -1.1
H -2.93950 1.66442 0.25370 0.6 -1.2 -0.1
C 2.39731 -0.01754 -0.14542 -1.9 1.3 0.4
H 2.34542 1.12579 -0.33687 0.3 -2.3 0.2
```
Positions in Å, forces in eV/Å.

Largest force on an atom ... 2.3 eV Å⁻¹
Electronic energy ... -16081.408 eV
Frontier orbital gap ... 7.64 eV
Highest occupied orbital energy ... -8.93 eV
ΔE to the lowest compared entry with this formula, charge and spin ... 1.9217 eV
Structure (SMILES) ... C=CC#CC=S



9.
Computed, not measured: an isolated molecule of C5H4S in a non-equilibrium geometry, with the ωB97M-V functional and the def2-TZVPD basis.

```
10
Properties=species:S:1:pos:R:3:forces:R:3
C 0.14036 0.23442 0.01647 -2.2 -0.6 -0.1
H 1.81062 1.26201 -0.84921 -0.4 -0.8 0.7
S 2.57884 -0.89573 0.03100 0.2 -0.2 -0.1
C -1.04378 -0.07373 0.04331 1.5 0.6 -0.3
H 1.72516 1.21160 0.96274 -0.1 -0.8 -1.2
C -2.40032 -0.37751 -0.01319 0.3 0.1 0.4
C -3.57399 -0.64243 0.03087 1.6 0.1 -0.2
C 1.54416 0.59503 0.01789 0.5 1.8 0.7
H -4.52947 -1.03611 -0.03462 -1.2 -0.2 0.0
H 3.74841 -0.27755 -0.20527 -0.1 0.0 0.0
```
Positions in Å, forces in eV/Å.

Largest force on an atom ... 2.3 eV Å⁻¹
Electronic energy ... -16081.110 eV
Frontier orbital gap ... 9.90 eV
Highest occupied orbital energy ... -9.30 eV
ΔE to the lowest compared entry with this formula, charge and spin ... 2.2203 eV
Structure (SMILES) ... C#CC#CCS



10.
Computed, not measured: an isolated molecule of C5H4S in a non-equilibrium geometry, with the ωB97M-V functional and the def2-TZVPD basis.

```
10
Properties=species:S:1:pos:R:3:forces:R:3
C -0.86755 0.13538 -0.01594 -1.2 -0.4 -0.2
C 1.67395 0.66264 -0.10791 0.6 3.3 -0.6
S 2.63949 -0.79145 -0.20466 0.9 -1.5 0.7
C 0.28309 0.40998 -0.16787 -0.4 0.1 0.5
H -4.35763 -0.92768 -0.27941 0.1 -0.1 0.0
H 1.92749 1.49463 -0.86746 0.1 -1.7 0.6
C -3.32770 -0.67153 -0.19907 2.1 1.1 0.6
H 1.91955 1.19479 0.81119 -0.1 -0.1 0.2
H 2.29556 -1.25033 1.06346 0.3 0.4 -1.1
C -2.18625 -0.25644 -0.03233 -2.3 -0.9 -0.6
```
Positions in Å, forces in eV/Å.

Largest force on an atom ... 3.4 eV Å⁻¹
Electronic energy ... -16080.926 eV
Frontier orbital gap ... 9.90 eV
Highest occupied orbital energy ... -9.19 eV
ΔE to the lowest compared entry with this formula, charge and spin ... 2.4042 eV
Structure (SMILES) ... C#CC#CCS



- Which value of electronic energy does entry 7 give?
  -20679.241 eV